The following is a quantum chemistry calculation of C37H42MgN2P2S2Si2 as an isolated structure, from the Open Molecules 2025 dataset.

For the maximum force, the calculation gives 0.082 eV Å⁻¹. Its charge is -2. The calculation puts the gap between HOMO and LUMO at 0.2083 hartree. The calculation puts the LUMO energy at 0.1610 Eh. The total energy comes out at -3803.1335 hartree.

XYZ file:
```
88
Properties=species:S:1:pos:R:3:lowdin_charge:R:1
Mg 0.208 -0.262 1.395 0.14
C -2.784 -2.434 2.607 -0.17
Si -3.103 -1.059 1.374 0.29
C -4.566 -1.621 0.306 -0.18
C -3.710 0.467 2.289 -0.19
N -1.699 -0.675 0.489 -0.29
P -1.090 -1.079 -0.949 0.59
C 0.516 -0.747 -1.154 -0.42
P 1.154 0.776 -1.018 0.59
N 1.120 1.411 0.464 -0.30
Si 2.044 2.576 1.299 0.29
C 3.176 1.788 2.568 -0.17
C 0.908 3.778 2.198 -0.19
C 3.144 3.623 0.166 -0.18
C 2.911 0.706 -1.547 -0.27
C 3.485 1.461 -2.563 -0.10
C 4.844 1.355 -2.844 -0.11
C 5.643 0.497 -2.105 -0.12
C 5.076 -0.261 -1.085 -0.09
C 3.722 -0.161 -0.810 -0.08
C 0.421 1.997 -2.184 -0.27
C 0.236 1.662 -3.526 -0.10
C -0.394 2.537 -4.396 -0.10
C -0.862 3.762 -3.934 -0.12
C -0.702 4.098 -2.598 -0.10
C -0.064 3.218 -1.730 -0.08
C -1.343 -2.884 -1.193 -0.26
C -2.494 -3.452 -1.732 -0.12
C -2.650 -4.832 -1.788 -0.11
C -1.657 -5.664 -1.291 -0.12
C -0.508 -5.107 -0.741 -0.09
C -0.349 -3.730 -0.699 -0.08
C -2.154 -0.346 -2.263 -0.28
C -2.110 -0.813 -3.577 -0.11
C -2.823 -0.179 -4.583 -0.11
C -3.571 0.958 -4.296 -0.12
C -3.598 1.449 -3.000 -0.10
C -2.901 0.796 -1.990 -0.09
H -3.678 -2.677 3.191 0.02
H -2.455 -3.337 2.084 0.02
H -1.988 -2.133 3.293 0.01
H -5.474 -1.631 0.918 0.02
H -4.738 -0.951 -0.541 0.01
H -4.416 -2.630 -0.082 0.00
H -4.609 0.246 2.873 0.02
H -2.937 0.828 2.971 -0.02
H -3.951 1.267 1.583 0.02
H 2.588 1.228 3.300 0.00
H 3.860 1.085 2.086 0.02
H 3.770 2.540 3.100 0.02
H 0.270 3.215 2.883 0.00
H 1.485 4.501 2.782 0.02
H 0.271 4.334 1.504 0.01
H 3.973 3.041 -0.242 0.01
H 2.582 4.041 -0.675 0.01
H 3.565 4.457 0.738 0.02
H 2.877 2.153 -3.132 0.09
H 5.277 1.954 -3.638 0.09
H 6.703 0.418 -2.318 0.08
H 5.692 -0.932 -0.497 0.10
H 3.280 -0.753 -0.014 0.08
H 0.571 0.689 -3.870 0.11
H -0.545 2.254 -5.431 0.09
H -1.368 4.441 -4.611 0.09
H -1.081 5.043 -2.226 0.09
H 0.042 3.463 -0.680 0.08
H -3.283 -2.813 -2.110 0.09
H -3.553 -5.255 -2.215 0.09
H -1.780 -6.740 -1.325 0.09
H 0.268 -5.746 -0.337 0.10
H 0.546 -3.289 -0.276 0.07
H -1.502 -1.680 -3.808 0.11
H -2.784 -0.562 -5.597 0.09
H -4.117 1.465 -5.084 0.09
H -4.159 2.348 -2.772 0.10
H -2.917 1.174 -0.974 0.10
S 1.681 -2.028 2.233 0.52
C 1.665 -1.738 3.970 -0.71
C 2.486 -2.542 4.774 -0.17
C 2.552 -2.404 6.151 -0.15
C 1.779 -1.430 6.772 -0.15
C 0.961 -0.623 5.999 -0.17
C 0.876 -0.746 4.605 -0.71
S -0.215 0.349 3.756 0.54
H 3.085 -3.298 4.278 0.07
H 3.203 -3.050 6.731 0.08
H 1.812 -1.297 7.849 0.08
H 0.353 0.140 6.471 0.08
```

The following is a quantum chemistry calculation of C37H42N4O9ReSSi as an isolated structure, from the Open Molecules 2025 dataset.

For the maximum force, the calculation gives 0.763 eV Å⁻¹. Its expectation value of S² is 0.757. The calculation puts the gap between HOMO and LUMO (spin up / spin down) at 0.2634 / 0.2487 hartree. The calculation puts the LUMO energy (spin up / spin down) at -0.0183 / -0.0260 Eh. Its spin multiplicity is 2. The total energy comes out at -3097.2957 hartree.

XYZ file:
```
95
Properties=species:S:1:pos:R:3:lowdin_charge:R:1
Re 1.363 -0.352 0.638 1.65
C -5.224 -4.195 -3.005 -0.08
O -4.439 -3.121 -3.497 -0.09
C -3.208 -3.422 -3.979 -0.29
C -2.720 -4.713 -4.129 -0.01
C -1.443 -4.901 -4.645 -0.03
C -0.631 -3.823 -4.949 -0.28
C -1.139 -2.530 -4.826 -0.02
C -2.420 -2.335 -4.355 0.00
N 0.663 -4.122 -5.511 0.08
N 1.696 -3.518 -5.178 0.08
C 1.714 -2.544 -4.111 -0.24
C 2.122 -1.272 -4.404 -0.02
C 2.176 -0.255 -3.432 0.02
C 1.858 -0.527 -2.125 -0.33
O 1.868 0.385 -1.153 -0.22
C 1.512 -1.869 -1.800 -0.13
N 1.255 -2.107 -0.473 -0.03
C 0.991 -3.325 -0.059 -0.07
C 0.976 -4.412 -0.948 -0.02
C 1.204 -4.201 -2.278 0.02
C 1.456 -2.893 -2.759 -0.09
H -6.129 -3.749 -2.602 0.09
H -4.700 -4.734 -2.210 0.10
H -5.490 -4.891 -3.804 0.09
H -3.323 -5.573 -3.873 0.10
H -1.063 -5.904 -4.806 0.12
H -0.534 -1.676 -5.105 0.11
H -2.832 -1.339 -4.257 0.11
H 2.380 -1.044 -5.432 0.12
H 2.469 0.752 -3.699 0.12
H 0.810 -3.440 1.002 0.13
H 0.789 -5.404 -0.563 0.11
H 1.213 -5.035 -2.964 0.12
C -1.166 -2.161 4.540 -0.01
C -0.428 -0.892 4.140 -0.53
C -0.301 0.059 5.325 0.00
O -1.207 -0.310 3.105 -0.02
C 0.994 -1.295 3.684 -0.52
O 1.787 -1.689 4.505 0.10
O 1.263 -1.220 2.394 -0.20
H -2.147 -1.900 4.942 0.09
H -0.598 -2.703 5.295 0.09
H -1.308 -2.801 3.667 0.09
H -1.300 0.355 5.653 0.09
H 0.255 0.958 5.048 0.06
H 0.229 -0.424 6.144 0.09
H -0.687 0.350 2.632 0.05
O 3.898 0.230 2.494 -0.10
N 4.264 -0.522 1.647 -0.14
O 3.378 -0.766 0.701 -0.31
C -3.129 0.860 0.303 -0.15
Si -1.844 -0.155 -0.575 0.34
C -1.579 0.459 -2.313 -0.13
C -2.320 -1.954 -0.578 -0.14
O -0.418 0.027 0.246 -0.44
H -4.108 0.741 -0.173 0.04
H -2.872 1.925 0.284 0.03
H -3.214 0.543 1.347 0.03
H -2.530 0.518 -2.853 0.04
H -0.910 -0.206 -2.868 0.02
H -1.125 1.453 -2.301 0.02
H -3.323 -2.082 -0.999 0.03
H -2.323 -2.349 0.444 0.04
H -1.631 -2.551 -1.184 0.02
O 1.302 1.562 1.607 -0.61
S 2.531 2.479 1.705 1.04
C 1.940 4.082 1.133 -0.26
C 1.722 4.038 -0.354 -0.28
C 0.431 4.045 -0.868 -0.03
C 0.225 4.025 -2.240 -0.08
C 1.308 3.972 -3.107 -0.08
C 2.599 3.946 -2.597 -0.08
C 2.804 3.982 -1.227 -0.05
C 2.710 2.795 3.478 -0.26
C 1.662 3.652 4.138 -0.27
C 2.058 4.787 4.839 -0.04
C 1.121 5.593 5.473 -0.08
C -0.228 5.277 5.403 -0.08
C -0.633 4.148 4.701 -0.06
C 0.304 3.340 4.076 -0.07
H 2.726 4.792 1.409 0.12
H 1.032 4.331 1.677 0.10
H -0.415 4.076 -0.190 0.12
H -0.784 4.053 -2.633 0.10
H 1.145 3.951 -4.177 0.10
H 3.449 3.904 -3.267 0.11
H 3.815 3.965 -0.833 0.12
H 3.704 3.238 3.578 0.10
H 2.766 1.786 3.891 0.10
H 3.111 5.040 4.896 0.11
H 1.447 6.468 6.020 0.10
H -0.960 5.904 5.895 0.10
H -1.684 3.891 4.643 0.11
H -0.019 2.466 3.526 0.09
```

The following is a quantum chemistry calculation of C37H42N4OsP2 as an isolated structure at a distorted geometry, from the Open Molecules 2025 dataset.

For the maximum force, the calculation gives 5.068 eV Å⁻¹. Its charge is +2. Its expectation value of S² is 6.045. The calculation puts the gap between HOMO and LUMO (spin up / spin down) at 0.2609 / 0.0904 hartree. The calculation puts the LUMO energy (spin up / spin down) at -0.2036 / -0.3742 Eh. Its spin multiplicity is 5. The total energy comes out at -2426.7327 hartree.

XYZ file:
```
86
Properties=species:S:1:pos:R:3:lowdin_charge:R:1
Os 0.323 -0.042 2.352 1.05
C -1.639 1.892 -6.035 -0.07
C -1.721 0.680 -5.488 -0.09
C -0.918 -0.537 -5.837 -0.15
C 0.450 -0.287 -6.510 -0.14
C 1.400 0.584 -5.730 0.07
C 1.481 1.914 -5.755 0.07
C 0.678 2.867 -6.600 -0.12
C -0.689 2.358 -7.106 -0.17
C 1.849 0.593 3.567 -0.32
H -2.384 2.651 -5.750 0.12
H -2.521 0.485 -4.762 0.11
H -1.502 -1.185 -6.514 0.14
H -0.763 -1.130 -4.921 0.12
H 0.931 -1.271 -6.634 0.13
H 0.283 0.094 -7.523 0.12
H 2.140 0.021 -5.145 0.15
H 2.276 2.405 -5.183 0.15
H 1.266 3.165 -7.486 0.16
H 0.523 3.794 -6.026 0.15
H -1.167 3.202 -7.629 0.13
H -0.522 1.591 -7.871 0.11
H 1.228 1.240 4.218 0.02
H 2.697 1.146 3.126 0.00
H 2.182 -0.286 4.150 0.01
P 1.892 -0.460 0.822 0.83
P -0.939 -0.765 0.703 0.80
N 2.976 0.839 0.311 -0.24
N 3.131 -1.694 1.174 -0.22
N -1.592 0.578 -0.306 -0.21
N -2.354 -1.743 1.053 -0.24
C 1.291 -1.029 -0.808 -0.35
C -0.067 -1.703 -0.609 -0.34
C 2.825 2.181 0.648 -0.15
C 3.748 2.923 -0.084 -0.07
C 4.467 2.007 -0.917 -0.07
C 3.964 0.737 -0.664 -0.13
C 4.029 -1.629 2.236 -0.13
C 4.755 -2.816 2.277 -0.06
C 4.276 -3.644 1.216 -0.07
C 3.264 -2.940 0.574 -0.14
C -1.729 1.903 0.099 -0.14
C -2.302 2.629 -0.944 -0.06
C -2.420 1.745 -2.057 -0.07
C -1.991 0.490 -1.630 -0.16
C -3.442 -2.015 0.227 -0.12
C -4.275 -2.918 0.881 -0.06
C -3.678 -3.207 2.152 -0.06
C -2.490 -2.491 2.223 -0.14
H 2.015 -1.670 -1.320 0.08
H 1.219 -0.117 -1.417 0.09
H -0.627 -1.770 -1.547 0.07
H 0.006 -2.726 -0.209 0.10
H 2.075 2.468 1.370 0.09
H 3.883 3.993 -0.025 0.10
H 5.255 2.242 -1.619 0.10
H 4.208 -0.223 -1.100 0.11
H 4.045 -0.764 2.886 0.09
H 5.544 -3.051 2.981 0.11
H 4.635 -4.624 0.933 0.10
H 2.625 -3.230 -0.247 0.09
H -1.370 2.227 1.069 0.09
H -2.617 3.662 -0.902 0.11
H -2.759 1.972 -3.057 0.08
H -1.912 -0.439 -2.176 0.09
H -3.522 -1.552 -0.745 0.09
H -5.192 -3.325 0.489 0.10
H -4.069 -3.858 2.918 0.10
H -1.744 -2.424 3.003 0.09
C -1.111 -0.597 7.967 -0.04
C -0.036 -1.033 7.169 -0.02
C -0.084 -0.861 5.780 -0.03
C -1.132 -0.171 5.156 -0.17
C -1.196 0.153 3.736 -0.29
C -2.356 0.688 3.205 -0.14
C -3.478 0.958 4.007 -0.02
C -3.405 0.775 5.370 0.03
C -2.257 0.226 5.983 -0.15
C -2.206 0.017 7.380 0.01
H -1.084 -0.748 9.041 0.12
H 0.835 -1.506 7.628 0.12
H 0.710 -1.278 5.154 0.09
H -2.430 0.952 2.154 0.05
H -4.379 1.343 3.528 0.12
H -4.256 1.035 5.993 0.13
H -3.055 0.336 7.979 0.13
```